Entry 1:
An isolated molecule of C4H10O. Source: OMol25; level of theory: ωB97M-V/def2-TZVPD.

## Properties
* HOMO-LUMO gap: 11.32 eV
* relative energy (zero: lowest compared OMol25 entry of this formula, charge and spin): 26.39 kJ/mol
* structure (SMILES): CC(C)CO
* total energy: -6357.529 eV

The geometry in XYZ format:
```
15
C4H10O ωB97M-V/def2-TZVPD
C -1.600 -0.355 -0.014
C -0.180 0.050 0.369
C 0.046 1.487 -0.095
C 0.850 -0.899 -0.235
O 2.144 -0.492 0.176
H -2.325 0.222 0.574
H -1.796 -1.423 0.148
H -1.774 -0.114 -1.074
H -0.074 -0.021 1.460
H 1.103 1.763 -0.063
H -0.319 1.577 -1.128
H -0.525 2.194 0.515
H 0.763 -0.884 -1.335
H 0.642 -1.930 0.098
H 2.794 -0.997 -0.327
```

Need the Löwdin charges? In units of e they are: atom 1 (C): -0.09, atom 2 (C): -0.44, atom 3 (C): -0.08, atom 4 (C): -0.27, atom 5 (O): -0.07, atom 6 (H): 0.08, atom 7 (H): 0.08, atom 8 (H): 0.08, atom 9 (H): 0.14, atom 10 (H): 0.07, atom 11 (H): 0.08, atom 12 (H): 0.08, atom 13 (H): 0.13, atom 14 (H): 0.12, atom 15 (H): 0.09


Entry 2:
A cluster of 2 separate species, C31H58F13N3O6PS in total in a non-equilibrium geometry. Source: OMol25; level of theory: ωB97M-V/def2-TZVPD.

## Properties
* HOMO-LUMO gap: 5.76 eV
* relative energy (zero: lowest compared OMol25 entry of this formula, charge and spin): 1659.22 kJ/mol
* total energy: -105267.789 eV
* total charge: +1

The geometry in XYZ format:
```
113
C31H58F13N3O6PS ωB97M-V/def2-TZVPD
C 7.175 -1.131 0.473
C 5.977 -0.014 0.809
O 6.333 1.235 1.184
O 4.597 -0.512 0.711
C 3.984 -0.211 -0.594
C 2.354 0.029 -0.304
C 2.149 1.440 0.496
C 2.327 2.800 -0.418
C 1.817 2.716 -1.947
C 0.246 3.159 -2.246
C -0.217 4.569 -1.574
O -1.641 4.600 -1.207
C -1.953 3.500 -0.282
C -1.230 3.585 1.182
C -1.200 5.127 1.827
C -0.962 5.143 3.450
N -1.726 6.361 4.007
P -3.863 3.700 0.064
C -4.526 5.327 -0.684
C -4.248 3.632 1.929
C -1.795 2.097 -1.087
C -1.669 0.748 -0.104
C -3.148 0.322 0.553
C -3.089 -1.301 0.773
F -1.740 -1.704 1.324
F -3.210 -2.065 -0.519
C -4.178 -1.858 1.914
F -3.692 -3.254 2.231
F -4.088 -1.110 3.185
C -5.703 -2.034 1.311
F -5.953 -1.189 0.083
F -5.718 -3.443 0.753
C -6.902 -2.006 2.408
F -7.993 -2.899 1.860
F -6.521 -2.660 3.716
S -7.695 -0.375 2.786
F -7.097 -0.532 4.422
F -6.339 0.571 2.374
F -8.451 -0.214 1.260
F -9.098 -1.260 3.342
F -8.487 1.066 3.270
N -0.729 2.008 -2.135
C -1.313 1.567 -3.495
C -2.258 2.683 -4.222
C -3.782 2.195 -4.577
O -4.651 2.501 -3.425
H 8.250 -0.729 0.712
H 6.952 -2.080 1.159
H 7.031 -1.454 -0.659
H 4.486 0.737 -1.106
H 4.136 -1.188 -1.262
H 1.696 -0.104 -1.263
H 2.059 -0.852 0.444
H 1.159 1.535 1.112
H 3.029 1.490 1.302
H 1.927 3.685 0.235
H 3.510 2.973 -0.468
H 1.962 1.685 -2.497
H 2.470 3.493 -2.577
H 0.289 3.390 -3.422
H 0.388 4.927 -0.642
H -0.081 5.438 -2.384
H -0.079 3.325 1.000
H -1.598 2.777 1.965
H -0.309 5.766 1.356
H -2.184 5.739 1.553
H 0.200 5.257 3.637
H -1.414 4.210 4.016
H -2.726 6.155 3.787
H -1.458 7.140 3.347
H -4.080 5.618 -1.728
H -5.695 5.174 -0.856
H -4.360 6.260 0.039
H -3.715 2.749 2.515
H -5.401 3.553 2.122
H -3.884 4.626 2.481
H -2.845 1.918 -1.630
H -0.875 0.864 0.742
H -1.346 -0.220 -0.724
H -3.244 0.815 1.627
H -4.040 0.643 -0.170
H -0.122 1.174 -1.861
H -1.897 0.537 -3.369
H -0.375 1.334 -4.168
H -2.322 3.696 -3.632
H -1.732 2.946 -5.261
H -3.856 1.095 -4.971
H -4.158 2.898 -5.465
H -5.504 1.978 -3.472
C 2.591 -6.418 -0.646
O 3.438 -7.306 0.071
C 4.195 -8.177 -0.779
C 5.686 -7.818 -0.735
N 5.946 -6.538 -1.405
C 7.294 -6.015 -1.168
C 7.668 -5.648 0.284
O 6.945 -4.531 0.806
C 5.672 -4.855 1.350
H 1.946 -5.908 0.071
H 3.177 -5.668 -1.183
H 1.957 -6.965 -1.350
H 3.809 -8.190 -1.809
H 4.070 -9.190 -0.376
H 6.262 -8.607 -1.231
H 5.985 -7.780 0.316
H 5.274 -5.850 -1.078
H 7.388 -5.108 -1.776
H 8.029 -6.730 -1.557
H 8.720 -5.341 0.278
H 7.613 -6.504 0.965
H 5.651 -5.852 1.801
H 4.903 -4.762 0.582
H 5.439 -4.121 2.128
```

Atom charges from the Löwdin analysis, given in e for atoms 1 to 99: atom 1 (C): 0.00, atom 2 (C): -0.28, atom 3 (O): -0.03, atom 4 (O): -0.14, atom 5 (C): -0.17, atom 6 (C): -0.16, atom 7 (C): -0.19, atom 8 (C): -0.19, atom 9 (C): -0.12, atom 10 (C): -0.19, atom 11 (C): -0.10, atom 12 (O): -0.19, atom 13 (C): -0.48, atom 14 (C): -0.16, atom 15 (C): -0.19, atom 16 (C): -0.26, atom 17 (N): -0.05, atom 18 (P): 0.95, atom 19 (C): -0.30, atom 20 (C): -0.30, atom 21 (C): -0.20, atom 22 (C): -0.09, atom 23 (C): -0.07, atom 24 (C): -0.18, atom 25 (F): -0.01, atom 26 (F): 0.00, atom 27 (C): -0.10, atom 28 (F): 0.02, atom 29 (F): 0.04, atom 30 (C): -0.09, atom 31 (F): 0.02, atom 32 (F): 0.03, atom 33 (C): -0.20, atom 34 (F): 0.02, atom 35 (F): 0.03, atom 36 (S): 1.08, atom 37 (F): -0.20, atom 38 (F): -0.19, atom 39 (F): -0.17, atom 40 (F): -0.19, atom 41 (F): -0.17, atom 42 (N): -0.08, atom 43 (C): -0.10, atom 44 (C): -0.13, atom 45 (C): -0.23, atom 46 (O): -0.15, atom 47 (H): 0.10, atom 48 (H): 0.09, atom 49 (H): 0.10, atom 50 (H): 0.15, atom 51 (H): 0.14, atom 52 (H): 0.09, atom 53 (H): 0.14, atom 54 (H): 0.08, atom 55 (H): 0.14, atom 56 (H): 0.10, atom 57 (H): 0.13, atom 58 (H): 0.12, atom 59 (H): 0.15, atom 60 (H): 0.16, atom 61 (H): 0.12, atom 62 (H): 0.17, atom 63 (H): 0.09, atom 64 (H): 0.11, atom 65 (H): 0.12, atom 66 (H): 0.10, atom 67 (H): 0.13, atom 68 (H): 0.12, atom 69 (H): 0.05, atom 70 (H): 0.07, atom 71 (H): 0.06, atom 72 (H): 0.07, atom 73 (H): 0.06, atom 74 (H): 0.05, atom 75 (H): 0.06, atom 76 (H): 0.04, atom 77 (H): 0.13, atom 78 (H): 0.11, atom 79 (H): 0.14, atom 80 (H): 0.12, atom 81 (H): 0.13, atom 82 (H): 0.15, atom 83 (H): 0.17, atom 84 (H): 0.15, atom 85 (H): 0.13, atom 86 (H): 0.14, atom 87 (H): 0.13, atom 88 (H): 0.14, atom 89 (H): 0.12, atom 90 (C): -0.12, atom 91 (O): -0.20, atom 92 (C): -0.20, atom 93 (C): -0.20, atom 94 (N): -0.06, atom 95 (C): -0.19, atom 96 (C): -0.21, atom 97 (O): -0.21, atom 98 (C): -0.09, atom 99 (H): 0.09


Entry 3:
A structure of composition C28H31BrF3InN4O5S in a non-equilibrium geometry. Source: OMol25; level of theory: ωB97M-V/def2-TZVPD.

## Properties
* HOMO-LUMO gap: 7.22 eV
* relative energy (zero: lowest compared OMol25 entry of this formula, charge and spin): 0.00 kJ/mol
* total energy: -139940.702 eV

The geometry in XYZ format:
```
74
C28H31BrF3InN4O5S ωB97M-V/def2-TZVPD
In -0.355 0.445 -0.419
C 1.212 0.389 3.239
N 0.660 -0.604 2.335
C 1.625 -1.545 1.785
C 3.131 0.077 0.420
C 2.969 -0.444 -1.008
N 1.694 -0.131 -1.581
C 1.657 0.498 -2.699
C 0.518 0.564 -3.551
C 0.604 1.280 -4.757
C -0.365 1.157 -5.720
C -1.420 0.264 -5.514
C -1.560 -0.407 -4.326
C -0.635 -0.232 -3.276
O -0.820 -0.854 -2.150
C -0.462 -1.316 2.964
C -1.812 -1.037 2.299
C -2.226 0.426 2.343
N -1.351 1.270 1.568
C -1.497 2.539 1.676
C -0.893 3.555 0.881
C -1.483 4.831 0.907
C -1.072 5.819 0.049
C -0.037 5.561 -0.855
C 0.571 4.333 -0.890
C 0.172 3.294 -0.024
O 0.815 2.169 -0.037
H 1.753 -0.077 4.075
H 0.394 0.981 3.640
H 1.879 1.059 2.704
H 0.019 -1.829 0.506
H 1.781 -2.381 2.502
H 3.370 -0.493 2.441
H 2.376 0.840 0.585
H 3.062 -1.534 -1.002
H 3.773 -0.040 -1.643
H 2.596 0.886 -3.122
H 1.453 1.935 -4.914
H -0.310 1.727 -6.636
H -2.150 0.116 -6.295
H -2.393 -1.068 -4.150
H -0.527 -1.032 4.022
H -0.282 -2.397 2.945
H -2.567 -1.626 2.826
H -1.817 -1.346 1.248
H -2.266 0.788 3.378
H -3.231 0.500 1.914
H -2.209 2.912 2.424
H -2.308 5.002 1.586
H -1.559 6.781 0.054
H 0.273 6.333 -1.544
H 1.355 4.112 -1.599
C 5.413 -1.823 1.803
C 4.025 -2.120 1.307
C 3.764 -3.314 0.752
C 2.571 -3.850 0.150
C 1.368 -3.257 0.054
Br -0.044 -4.112 -0.910
N 0.998 -2.064 0.592
C 3.046 -0.993 1.519
H 6.090 -2.650 1.605
H 5.412 -1.629 2.876
H 5.796 -0.929 1.312
H 4.587 -4.015 0.712
H 2.687 -4.825 -0.300
H 4.112 0.549 0.502
F -3.852 2.741 0.362
C -3.959 2.587 -0.970
F -5.245 2.344 -1.218
F -3.650 3.762 -1.519
S -2.829 1.232 -1.636
O -3.445 0.901 -2.870
O -2.851 0.245 -0.576
O -1.554 1.939 -1.697
```

Need the Löwdin charges? In units of e they are: atom 1 (In): 1.00, atom 2 (C): -0.06, atom 3 (N): -0.16, atom 4 (C): -0.28, atom 5 (C): -0.10, atom 6 (C): -0.18, atom 7 (N): -0.01, atom 8 (C): -0.09, atom 9 (C): -0.16, atom 10 (C): -0.04, atom 11 (C): -0.09, atom 12 (C): -0.06, atom 13 (C): -0.03, atom 14 (C): -0.39, atom 15 (O): -0.14, atom 16 (C): -0.17, atom 17 (C): -0.15, atom 18 (C): -0.22, atom 19 (N): -0.01, atom 20 (C): -0.09, atom 21 (C): -0.15, atom 22 (C): -0.04, atom 23 (C): -0.09, atom 24 (C): -0.06, atom 25 (C): 0.00, atom 26 (C): -0.37, atom 27 (O): -0.13, atom 28 (H): 0.10, atom 29 (H): 0.09, atom 30 (H): 0.09, atom 31 (H): 0.05, atom 32 (H): 0.17, atom 33 (H): 0.13, atom 34 (H): 0.08, atom 35 (H): 0.11, atom 36 (H): 0.12, atom 37 (H): 0.14, atom 38 (H): 0.11, atom 39 (H): 0.10, atom 40 (H): 0.11, atom 41 (H): 0.12, atom 42 (H): 0.13, atom 43 (H): 0.13, atom 44 (H): 0.13, atom 45 (H): 0.09, atom 46 (H): 0.13, atom 47 (H): 0.12, atom 48 (H): 0.15, atom 49 (H): 0.12, atom 50 (H): 0.10, atom 51 (H): 0.11, atom 52 (H): 0.12, atom 53 (C): -0.04, atom 54 (C): -0.26, atom 55 (C): -0.07, atom 56 (C): -0.14, atom 57 (C): -0.70, atom 58 (Br): 0.80, atom 59 (N): 0.01, atom 60 (C): -0.22, atom 61 (H): 0.08, atom 62 (H): 0.08, atom 63 (H): 0.08, atom 64 (H): 0.11, atom 65 (H): 0.09, atom 66 (H): 0.12, atom 67 (F): 0.12, atom 68 (C): -0.62, atom 69 (F): 0.14, atom 70 (F): 0.14, atom 71 (S): 0.53, atom 72 (O): -0.22, atom 73 (O): -0.30, atom 74 (O): -0.28


Entry 4:
A cluster of 2 separate species, C4H12 in total in a non-equilibrium geometry. Source: OMol25; level of theory: ωB97M-V/def2-TZVPD.

## Properties
* HOMO-LUMO gap: 12.66 eV
* relative energy (zero: lowest compared OMol25 entry of this formula, charge and spin): 29.50 kJ/mol
* structure (SMILES): CC.CC
* total energy: -4342.222 eV

The geometry in XYZ format:
```
16
C4H12 ωB97M-V/def2-TZVPD
C -0.787 0.753 1.900
C -0.039 -0.250 2.771
H -0.992 0.408 0.895
H -1.756 1.031 2.305
H -0.325 1.735 1.914
H 1.031 -0.082 2.629
H -0.164 -1.267 2.487
H -0.261 -0.092 3.822
C -0.180 -0.401 -2.803
C 1.003 -0.165 -1.857
H -0.737 -1.319 -2.633
H -0.863 0.447 -2.739
H 0.172 -0.341 -3.828
H 1.698 -0.971 -1.638
H 0.589 0.241 -0.933
H 1.587 0.667 -2.260
```

Need the Löwdin charges? In units of e they are: atom 1 (C): -0.17, atom 2 (C): -0.16, atom 3 (H): 0.04, atom 4 (H): 0.06, atom 5 (H): 0.06, atom 6 (H): 0.06, atom 7 (H): 0.05, atom 8 (H): 0.06, atom 9 (C): -0.17, atom 10 (C): -0.16, atom 11 (H): 0.06, atom 12 (H): 0.06, atom 13 (H): 0.05, atom 14 (H): 0.06, atom 15 (H): 0.04, atom 16 (H): 0.06